{"formula": "C18H22N4O2", "method": "ωB97M-V with the def2-TZVPD basis set", "lumo_energy_ev": 0.3, "spin_multiplicity": 1, "gap_ha": 0.3010, "energy_ev": -29060.406, "e_above_lowest_kcal_mol": 461.6, "symbols": ["C", "C", "C", "H", "H", "C", "C", "N", "C", "C", "C", "C", "C", "C", "O", "H", "H", "C", "O", "N", "H", "C", "C", "N", "N", "C", "C", "H", "C", "H", "H", "H", "C", "H", "H", "H", "H", "H", "H", "H", "H", "H", "H", "H", "H", "H"], "positions_angstrom": [[-4.30, -2.90, -0.06], [-5.70, -2.76, -0.36], [-6.24, -1.31, 0.08], [-7.44, -1.47, 0.02], [-6.11, -1.41, 1.00], [-5.97, -0.30, -0.68], [-4.61, 0.06, -0.26], [-3.61, 0.44, -1.41], [-2.54, 0.81, -0.65], [-1.17, 1.11, -0.93], [-0.36, 1.65, 0.11], [-0.79, 1.50, 1.34], [-1.95, 0.87, 1.71], [-2.83, 0.82, 0.85], [-4.16, 0.34, 0.74], [-2.34, 1.00, 2.99], [0.06, 1.52, 2.26], [1.04, 1.82, -0.23], [1.39, 2.66, -1.35], [2.02, 1.49, 0.64], [1.78, 0.78, 1.16], [3.34, 1.78, 0.42], [4.23, 0.53, 0.24], [4.88, 0.15, -0.71], [5.49, -0.91, -0.88], [5.24, -1.54, 0.57], [4.34, -0.79, 1.14], [3.91, -0.48, 2.08], [5.56, -2.90, 1.20], [5.28, -3.08, 2.16], [6.74, -2.76, 1.09], [5.29, -3.70, 0.31], [6.37, -1.66, -1.59], [6.37, -1.17, -2.50], [7.31, -1.92, -1.21], [5.98, -2.47, -1.88], [3.56, 2.23, -0.85], [3.86, 2.34, 1.34], [-0.93, 1.27, -1.94], [-6.09, -0.31, -1.70], [-6.47, 0.57, -0.37], [-6.50, -3.46, 0.45], [-6.18, -2.93, -1.38], [-4.13, -2.83, 0.92], [-4.14, -3.85, -0.45], [-3.64, -2.28, -0.80]]}

---

{"formula": "C2H9N2O", "method": "ωB97M-V with the def2-TZVPD basis set", "lumo_energy_ev": [-10.2, -13.1], "spin_multiplicity": 2, "total_charge": 2, "gap_ha": [0.3877, 0.2843], "energy_ev": -7226.702, "e_above_lowest_kcal_mol": 40.3, "symbols": ["C", "C", "N", "N", "H", "H", "H", "H", "H", "H", "H", "H", "H", "O"], "positions_angstrom": [[0.28, 0.98, -0.13], [-0.24, 0.97, 1.16], [-1.53, 0.71, 1.45], [1.47, 0.06, -0.33], [-0.44, 1.04, -0.94], [0.43, 0.86, 2.00], [-2.09, 1.34, 2.04], [-2.05, 0.36, 0.64], [2.28, 0.66, -0.55], [1.16, -0.58, -1.10], [1.63, -0.42, 0.56], [-0.55, -1.47, -2.13], [-0.23, -2.74, -1.37], [-0.13, -1.77, -1.31]]}

---

{"formula": "CH2O4S", "method": "ωB97M-V with the def2-TZVPD basis set", "lumo_energy_ev": -0.6, "spin_multiplicity": 1, "gap_ha": 0.3883, "energy_ev": -20092.385, "e_above_lowest_kcal_mol": 42.8, "symbols": ["C", "O", "O", "O", "O", "S", "H", "H"], "positions_angstrom": [[-0.31, 1.70, -0.67], [-0.08, 2.82, -0.64], [-0.53, -1.18, -0.63], [1.92, -1.55, -0.74], [0.99, 0.56, 0.09], [0.79, -0.95, -0.11], [-0.98, 0.89, -0.94], [0.80, -1.33, 1.22]]}

---

{"formula": "C30H30BClF6O2S", "method": "ωB97M-V with the def2-TZVPD basis set", "lumo_energy_ev": -3.4, "spin_multiplicity": 1, "gap_ha": 0.1164, "energy_ev": -76031.474, "e_above_lowest_kcal_mol": 0.0, "symbols": ["C", "C", "C", "C", "C", "B", "C", "C", "C", "C", "F", "F", "F", "C", "C", "C", "F", "F", "F", "C", "O", "C", "C", "C", "C", "C", "C", "O", "S", "H", "H", "H", "H", "H", "H", "H", "H", "H", "H", "H", "H", "H", "H", "H", "H", "H", "H", "H", "H", "Cl", "C", "C", "C", "C", "C", "C", "C", "C", "C", "C", "C", "H", "H", "H", "H", "H", "H", "H", "H", "H", "H"], "positions_angstrom": [[3.72, -3.26, -5.11], [2.74, -2.34, -4.49], [1.66, -1.69, -5.05], [0.89, -0.94, -4.08], [1.38, -1.08, -2.81], [0.90, -0.32, -1.46], [-0.27, -1.30, -0.82], [0.05, -2.16, 0.21], [-0.95, -2.97, 0.75], [-0.57, -3.92, 1.84], [-1.59, -4.76, 2.20], [0.50, -4.71, 1.51], [-0.20, -3.24, 2.98], [-2.25, -2.91, 0.27], [-2.55, -2.01, -0.74], [-3.95, -1.87, -1.28], [-4.46, -0.62, -0.98], [-3.99, -1.99, -2.64], [-4.81, -2.79, -0.76], [-1.56, -1.21, -1.30], [2.02, -0.13, -0.59], [2.44, 1.20, -0.83], [3.11, 1.73, 0.43], [3.40, 1.27, -1.99], [1.06, 1.93, -1.25], [0.27, 2.29, -0.01], [1.15, 3.18, -2.11], [0.37, 0.92, -1.95], [2.77, -2.11, -2.75], [3.58, -3.27, -6.19], [4.75, -2.94, -4.88], [3.58, -4.27, -4.72], [1.43, -1.74, -6.11], [0.02, -0.35, -4.37], [1.07, -2.23, 0.58], [-3.03, -3.53, 0.70], [-1.79, -0.54, -2.12], [3.36, 2.78, 0.28], [2.49, 1.62, 1.32], [4.05, 1.18, 0.60], [3.82, 2.29, -2.04], [4.24, 0.57, -1.85], [2.90, 1.06, -2.95], [0.61, 3.24, 0.41], [-0.79, 2.37, -0.28], [0.35, 1.52, 0.77], [1.61, 3.99, -1.54], [1.74, 3.01, -3.01], [0.14, 3.48, -2.39], [-4.53, -2.57, 4.69], [-3.45, -1.43, 4.01], [-2.11, -1.41, 4.43], [-1.24, -0.46, 3.92], [-1.71, 0.55, 3.03], [-0.94, 1.73, 2.78], [-1.57, 3.02, 2.34], [-0.55, 4.14, 2.77], [0.63, 3.35, 3.27], [0.36, 1.99, 3.30], [-3.03, 0.40, 2.50], [-3.90, -0.55, 3.01], [-1.78, -2.12, 5.18], [-0.21, -0.43, 4.25], [-1.66, 3.04, 1.25], [-2.58, 3.19, 2.75], [-0.31, 4.75, 1.88], [-1.01, 4.81, 3.53], [1.56, 3.81, 3.59], [0.99, 1.22, 3.73], [-3.36, 1.08, 1.71], [-4.94, -0.60, 2.68]]}

---

{"formula": "C6H10N2O", "method": "ωB97M-V with the def2-TZVPD basis set", "lumo_energy_ev": 0.5, "spin_multiplicity": 1, "gap_ha": 0.3605, "energy_ev": -11407.505, "e_above_lowest_kcal_mol": 105.7, "symbols": ["C", "C", "N", "C", "C", "C", "C", "N", "H", "H", "H", "H", "H", "H", "H", "H", "O", "H", "H"], "positions_angstrom": [[-0.87, 1.35, 0.61], [-0.08, 0.80, -0.58], [1.11, 0.08, -0.16], [0.95, -1.14, 0.61], [1.10, -0.94, 2.06], [1.23, -0.80, 3.26], [-1.01, -0.01, -1.48], [-0.61, -0.50, -2.65], [-1.62, 2.06, 0.27], [-1.36, 0.55, 1.17], [-0.18, 1.87, 1.29], [0.26, 1.65, -1.19], [1.80, -0.01, -0.90], [-0.02, -1.64, 0.43], [1.71, -1.87, 0.29], [1.41, -0.61, 4.30], [-2.20, 0.43, -1.69], [0.23, -1.06, -2.61], [-1.84, -0.18, -3.04]]}

---

{"formula": "C36H51NO3P", "method": "ωB97M-V with the def2-TZVPD basis set", "lumo_energy_ev": 2.3, "spin_multiplicity": 1, "total_charge": -1, "gap_ha": 0.2316, "energy_ev": -55077.405, "symbols": ["C", "C", "O", "C", "P", "C", "C", "C", "C", "O", "C", "C", "O", "C", "C", "C", "N", "H", "H", "H", "H", "H", "H", "H", "H", "H", "H", "H", "H", "H", "H", "H", "H", "H", "H", "H", "H", "H", "H", "H", "H", "H", "H", "H", "C", "C", "C", "C", "C", "C", "H", "H", "H", "H", "H", "H", "C", "C", "C", "C", "C", "C", "H", "H", "H", "H", "H", "H", "C", "C", "C", "C", "C", "C", "H", "H", "H", "H", "H", "H", "C", "C", "C", "C", "C", "C", "H", "H", "H", "H", "H", "H"], "positions_angstrom": [[1.01, 3.52, 0.72], [-0.39, 2.93, 0.45], [-0.31, 1.55, 0.27], [0.02, 1.18, -1.08], [1.47, -0.09, -1.17], [3.07, -1.18, -1.20], [3.27, -1.95, -2.52], [3.60, -0.97, -3.66], [4.72, -1.39, -4.58], [4.19, -2.08, -5.76], [4.57, -1.41, -6.88], [3.74, -0.27, -7.36], [5.54, -1.71, -7.45], [0.55, -1.34, 0.01], [-0.93, -1.45, -0.17], [-1.53, -2.01, -1.42], [-1.73, -1.10, 0.73], [1.76, 2.76, 0.54], [1.24, 4.37, 0.07], [1.04, 3.89, 1.74], [-0.89, 3.43, -0.38], [-1.00, 3.13, 1.33], [-0.86, 0.87, -1.65], [0.39, 2.08, -1.56], [0.93, -0.74, -2.37], [2.18, 0.85, -2.08], [2.05, 0.59, 0.01], [3.12, -1.84, -0.34], [3.92, -0.50, -1.10], [2.37, -2.54, -2.72], [4.14, -2.60, -2.41], [3.92, -0.04, -3.19], [2.71, -0.70, -4.21], [5.18, -0.47, -4.94], [5.50, -1.96, -4.10], [2.68, -0.50, -7.40], [4.03, -0.01, -8.37], [3.84, 0.62, -6.75], [0.96, -2.33, -0.21], [0.85, -1.10, 1.03], [-0.82, -2.17, -2.22], [-2.31, -1.32, -1.73], [-2.06, -2.92, -1.14], [-1.19, -0.75, 1.52], [2.88, 5.59, -7.04], [2.12, 4.76, -6.23], [2.71, 3.71, -5.54], [4.08, 3.49, -5.67], [4.84, 4.31, -6.48], [4.25, 5.36, -7.17], [2.42, 6.41, -7.58], [1.05, 4.94, -6.12], [2.11, 3.07, -4.91], [4.54, 2.67, -5.13], [5.91, 4.14, -6.58], [4.84, 6.00, -7.81], [-4.95, -2.89, 2.31], [-5.91, -3.71, 2.88], [-5.52, -4.83, 3.60], [-4.18, -5.13, 3.75], [-3.22, -4.30, 3.18], [-3.60, -3.18, 2.45], [-5.25, -2.01, 1.74], [-6.96, -3.47, 2.77], [-6.27, -5.48, 4.04], [-3.87, -6.00, 4.32], [-2.16, -4.53, 3.30], [-2.85, -2.54, 2.00], [-8.90, -1.96, 7.91], [-10.16, -2.17, 7.36], [-10.28, -2.49, 6.02], [-9.15, -2.61, 5.22], [-7.89, -2.41, 5.77], [-7.77, -2.08, 7.11], [-8.80, -1.70, 8.96], [-11.04, -2.08, 7.98], [-11.27, -2.65, 5.59], [-9.25, -2.87, 4.17], [-7.01, -2.51, 5.15], [-6.79, -1.91, 7.54], [4.19, 2.63, 5.91], [2.88, 2.42, 5.51], [2.59, 2.19, 4.17], [3.61, 2.15, 3.23], [4.92, 2.36, 3.63], [5.21, 2.60, 4.97], [4.42, 2.82, 6.95], [2.08, 2.44, 6.24], [1.56, 2.03, 3.86], [3.38, 1.96, 2.19], [5.72, 2.33, 2.90], [6.24, 2.77, 5.27]]}

---

{"formula": "C9H14", "method": "ωB97M-V with the def2-TZVPD basis set", "lumo_energy_ev": 1.0, "spin_multiplicity": 1, "gap_ha": 0.3669, "energy_ev": -9558.718, "smiles": "Cc1ccccc1.CC", "e_above_lowest_kcal_mol": 33.8, "symbols": ["C", "C", "C", "C", "C", "C", "C", "H", "H", "H", "H", "H", "H", "H", "H", "C", "C", "H", "H", "H", "H", "H", "H"], "positions_angstrom": [[-3.05, -2.63, 1.39], [-1.92, -1.79, 0.71], [-0.55, -2.12, 0.80], [0.35, -1.11, 0.53], [-0.03, 0.15, 0.12], [-1.38, 0.45, -0.14], [-2.27, -0.57, 0.15], [-2.91, -3.68, 1.28], [-4.09, -2.35, 1.12], [-3.09, -2.53, 2.50], [-0.08, -3.16, 1.13], [1.42, -1.41, 0.33], [0.70, 0.86, 0.00], [-1.72, 1.43, -0.44], [-3.27, -0.32, 0.00], [2.52, 2.70, -1.82], [2.97, 2.02, -0.57], [2.47, 3.85, -1.72], [3.17, 2.50, -2.74], [1.54, 2.56, -2.11], [2.81, 0.88, -0.64], [2.36, 2.16, 0.34], [4.05, 2.12, -0.22]]}

---

{"formula": "C2H7N3O", "method": "ωB97M-V with the def2-TZVPD basis set", "lumo_energy_ev": 0.6, "spin_multiplicity": 1, "gap_ha": 0.3606, "energy_ev": -8701.209, "smiles": "CC/N=[N+](/N)[O-]", "e_above_lowest_kcal_mol": 116.9, "symbols": ["C", "C", "N", "N", "N", "O", "H", "H", "H", "H", "H", "H", "H"], "positions_angstrom": [[0.38, -0.35, 1.81], [-0.21, -1.05, 0.53], [-0.87, -0.04, -0.30], [0.02, 0.45, -1.19], [-0.55, 1.33, -2.01], [1.24, 0.21, -1.30], [1.43, -0.57, 1.77], [0.36, 0.66, 1.77], [-0.05, -0.73, 2.69], [-1.15, -1.61, 0.69], [0.49, -1.72, -0.01], [-0.95, 2.08, -1.51], [-0.16, 1.33, -2.93]]}